1.
Density functional theory data (the ωB97M-V functional and the def2-TZVPD basis) for a cluster of 5 separate species, C44H84ClNO16P4S3 in total in a non-equilibrium geometry.

Values from the calculation:
calculated total energy = -163394.1010 eV
E_HOMO = -0.2800 Eh
strongest force on any atom = 10.58 eV/Å
SMILES = CCCCCCCCCCCCCCCc1c(CC)c([C@@H](Cl)CC)c(S)c2c1Sc1c(S)cccc1N2.COP(=O)(OC)OC.COP(=O)(OC)OC.COP(=O)(OC)OC.COP(=O)(OC)OC
frontier orbital gap = 4.396 eV
charge = 0

Geometry as XYZ:
```
153
Properties=species:S:1:pos:R:3:forces:R:3
C -5.4665 4.2107 1.0959 -0.2 0.6 0.1
C -5.2733 5.4333 0.0195 0.3 0.6 0.7
C -6.6333 5.8020 -0.7870 -0.2 -0.3 0.8
C -7.0284 4.7729 -1.9825 -0.1 1.2 -0.7
C -5.7720 4.0375 -2.7027 -0.8 -0.5 -0.2
C -5.4646 2.6091 -1.9367 -0.8 0.3 -0.4
C -5.5413 1.3360 -2.9399 0.9 -0.4 -0.6
C -4.6615 0.0484 -2.4677 -0.7 -0.5 -0.3
C -5.1855 -0.6283 -1.0743 -0.2 -0.2 -0.3
C -4.0910 -1.6778 -0.4229 -0.6 0.2 0.4
C -3.8948 -1.4169 1.1936 0.7 0.2 -1.0
C -3.2558 0.0671 1.3409 0.3 -0.4 1.5
C -2.6978 0.3942 2.8642 -0.1 0.3 -1.6
C -2.0922 1.9264 2.7626 0.3 -0.9 -0.1
C -0.5334 1.9044 2.2137 0.1 0.8 0.2
C -0.2002 3.3432 1.5034 0.8 3.4 -0.6
C -0.1743 3.6058 -0.0743 0.3 2.2 2.1
C -0.5096 2.3197 -1.0333 0.0 0.7 0.4
C 0.8569 1.5377 -1.5135 -0.9 0.7 0.1
C 0.1300 5.0856 -0.6196 -0.4 -0.4 2.2
C 0.1047 5.3366 -2.2479 0.9 -1.5 0.7
Cl -1.2638 6.5342 -2.7130 1.1 -1.0 0.3
C 1.5658 5.7879 -2.8206 -0.3 0.4 0.4
C 2.7789 5.2482 -1.8574 0.5 0.3 -0.5
C 0.4395 6.3578 0.3501 -1.5 -3.7 1.7
S 0.8156 8.0744 -0.3530 -0.9 -1.2 0.7
C 0.4109 6.0945 1.9555 -0.6 -2.2 -2.7
C 0.0833 4.5835 2.4674 0.1 1.4 -2.8
S 0.0213 4.4159 4.3525 -0.9 1.8 -1.4
C -0.8843 6.0092 4.8269 -0.8 2.8 -0.4
C -2.0354 6.0370 5.9368 1.5 3.5 -3.4
S -2.5020 4.4665 6.8163 0.3 0.7 -0.8
C -2.7470 7.4777 6.1849 2.6 -0.2 -2.8
C -2.2908 8.7800 5.3269 2.0 -3.0 -0.7
C -1.1127 8.7346 4.2305 -1.1 -4.2 2.3
C -0.4008 7.3095 3.9747 -2.9 0.9 2.4
N 0.6784 7.2100 2.9489 -2.7 -2.1 -0.3
H -4.5539 3.4818 1.1157 -1.9 1.2 -0.2
H -6.4807 3.6670 0.8924 2.0 0.7 0.3
H -5.5554 4.6814 2.1583 0.2 -0.9 -1.8
H -5.0041 6.3782 0.6611 -0.4 -1.7 -1.3
H -4.3412 5.2560 -0.6737 -2.0 0.2 1.2
H -6.5918 6.9150 -1.1340 0.1 -2.1 0.4
H -7.5046 5.7545 -0.0019 1.6 0.2 -1.4
H -7.5622 5.4167 -2.8100 0.9 -1.2 1.6
H -7.8369 4.0313 -1.5919 1.7 1.0 -0.8
H -6.0941 3.8452 -3.8175 0.6 0.1 2.1
H -4.8268 4.7214 -2.7696 -1.8 -1.2 0.3
H -4.4471 2.7235 -1.3945 -1.6 -0.6 -0.9
H -6.3284 2.4703 -1.1535 1.9 0.3 -1.3
H -5.1205 1.6409 -3.9963 -0.8 -0.5 2.0
H -6.6286 0.9622 -3.1425 1.8 0.9 0.6
H -4.7875 -0.7796 -3.2911 0.3 1.6 1.5
H -3.5356 0.3183 -2.4541 -1.8 -0.3 0.3
H -5.5145 0.1872 -0.3023 0.8 -1.4 -1.4
H -6.1612 -1.2207 -1.3403 1.8 1.1 0.5
H -3.0596 -1.5054 -0.9274 -1.7 -0.4 0.8
H -4.4336 -2.7815 -0.6310 0.7 2.1 0.4
H -3.1014 -2.1694 1.6028 -1.4 1.2 -0.7
H -4.8800 -1.5798 1.7920 1.7 0.5 -1.1
H -4.0116 0.9162 1.1043 1.4 -1.6 0.0
H -2.3004 0.0977 0.6638 -2.0 0.1 1.0
H -3.5669 0.3209 3.6463 1.8 0.1 -1.4
H -1.8566 -0.3985 3.0579 -1.5 1.6 0.1
H -2.6983 2.5378 1.9651 1.0 -1.1 1.8
H -2.1628 2.4041 3.8197 0.3 -0.5 -2.1
H -0.3575 0.9939 1.4972 -0.4 1.9 1.2
H 0.2106 1.7649 3.1148 -1.5 0.3 -1.7
H -1.2296 1.6340 -0.4190 1.5 1.2 -1.1
H -1.1390 2.6576 -1.9693 1.3 -0.6 1.8
H 1.5270 1.2425 -0.5932 -1.3 0.5 -2.0
H 1.4214 2.3033 -2.2035 -0.9 -1.8 1.3
H 0.5045 0.6020 -2.1205 1.0 1.7 1.1
H -0.1703 4.3487 -2.8217 0.3 2.0 1.5
H 1.6699 5.3277 -3.8808 -0.2 0.9 1.8
H 1.5375 6.9615 -2.8818 0.4 -2.4 0.0
H 2.6206 4.1287 -1.5384 0.2 2.3 -0.5
H 2.9172 5.9507 -0.9326 -0.5 -1.6 -1.6
H 3.8011 5.3066 -2.4383 -2.1 -0.2 1.0
H -0.4019 8.6424 -0.7914 1.0 -1.2 0.7
H -2.2586 3.3787 5.9346 0.0 1.8 0.4
H -3.6098 7.5653 6.9471 1.7 -0.2 -1.5
H -2.8130 9.8154 5.4674 1.0 -2.3 -0.1
H -0.7448 9.6459 3.6189 -0.9 -1.7 1.3
H 0.7974 8.1197 2.4615 -0.2 -1.0 0.3
C 4.6179 -3.3864 -2.3574 -0.8 0.0 -0.7
O 4.4420 -3.3885 -0.9511 -0.3 -1.3 3.6
P 3.9545 -1.9403 -0.1518 2.1 5.1 -9.0
O 3.3317 -1.3618 -1.4229 -0.6 -0.8 1.3
O 5.5314 -1.4668 -0.0595 -0.8 -0.5 1.5
C 6.4808 -2.3924 0.4601 0.7 -0.4 0.1
O 3.4782 -0.5030 0.6792 -0.6 -2.8 1.9
C 3.5448 -0.5997 2.0928 0.1 0.3 0.5
H 5.0840 -4.3342 -2.6377 0.0 -0.1 0.4
H 3.6483 -3.3226 -2.8646 0.3 0.2 0.0
H 5.2669 -2.5697 -2.6683 -0.1 0.2 0.1
H 7.0023 -2.8718 -0.3691 0.0 -0.1 0.1
H 6.0049 -3.1562 1.0797 0.3 0.0 0.0
H 7.2140 -1.8540 1.0654 -0.2 0.0 0.0
H 4.5833 -0.7070 2.4165 0.0 0.0 0.1
H 2.9605 -1.4570 2.4372 0.0 0.1 0.3
H 3.1285 0.3110 2.5279 0.0 -0.1 -0.1
C -10.3942 -4.3491 -5.1039 0.2 0.9 -0.5
O -10.5011 -4.3417 -3.6913 -1.5 -0.1 3.5
P -9.1044 -4.0150 -2.7340 6.0 -0.8 -8.6
O -8.4001 -3.2662 -3.8646 -1.0 0.3 1.3
O -8.6841 -5.6094 -2.7925 -0.7 0.4 1.6
C -9.6768 -6.5771 -2.4723 -0.3 -0.5 -0.1
O -7.7459 -3.6918 -1.7187 -3.1 0.4 1.5
C -7.9873 -3.9248 -0.3402 0.3 -0.1 0.6
H -11.3322 -4.7376 -5.5082 -0.1 0.0 0.4
H -10.2580 -3.3300 -5.4835 0.2 -0.3 0.0
H -9.5777 -4.9910 -5.4300 0.2 0.1 0.1
H -10.0945 -6.9791 -3.3960 -0.1 0.0 0.1
H -10.4800 -6.1495 -1.8670 0.0 -0.2 -0.1
H -9.2138 -7.3962 -1.9163 0.1 0.2 0.0
H -8.1503 -4.9904 -0.1591 0.0 0.0 0.1
H -8.8618 -3.3571 -0.0122 0.1 0.0 0.3
H -7.1164 -3.5958 0.2301 -0.1 0.0 -0.1
C 9.0430 -6.1786 -6.6037 -0.6 0.6 -0.5
O 8.5597 -7.2122 -5.7642 -0.9 -3.5 1.3
P 7.7361 -6.8074 -4.3042 2.9 10.0 -1.2
O 7.3395 -5.4218 -4.8120 -0.6 -1.6 0.1
O 9.1795 -6.7041 -3.5116 -0.9 -1.5 0.4
C 10.0996 -7.7804 -3.6503 0.6 -0.2 0.0
O 6.9006 -6.4699 -2.8317 -0.5 -3.2 -1.3
C 6.6695 -7.6122 -2.0226 -0.1 -0.3 0.6
H 9.6702 -6.6375 -7.3721 -0.1 -0.3 0.2
H 8.2110 -5.6705 -7.1044 0.3 0.1 0.2
H 9.6423 -5.4660 -6.0396 -0.1 0.1 0.1
H 10.8498 -7.5149 -4.3959 0.0 -0.1 -0.1
H 9.6003 -8.7049 -3.9515 0.2 0.0 0.0
H 10.6042 -7.9469 -2.6953 -0.2 0.1 0.0
H 7.6171 -8.0121 -1.6525 0.0 -0.1 0.1
H 6.1457 -8.3791 -2.5990 -0.1 -0.1 0.3
H 6.0492 -7.3217 -1.1726 0.1 0.0 -0.1
C 8.0225 -6.4420 4.4624 -0.6 -0.3 -0.7
O 7.7508 -5.3081 5.2670 -1.0 2.1 3.0
P 7.8246 -3.7327 4.5699 4.5 -4.1 -8.5
O 7.5843 -4.2554 3.1541 -0.9 0.6 1.3
O 9.4468 -3.6762 4.8635 -1.0 1.0 1.1
C 9.9043 -4.0065 6.1699 0.4 -0.3 0.4
O 7.8847 -2.1296 3.9316 -1.8 -0.4 2.9
C 7.7911 -1.1086 4.9126 0.1 0.7 0.2
H 8.0895 -7.3113 5.1211 -0.1 0.3 0.3
H 7.2036 -6.6153 3.7548 0.4 0.1 0.0
H 8.9671 -6.3277 3.9334 0.0 0.2 -0.1
H 10.2598 -5.0375 6.1736 -0.1 0.0 0.1
H 9.1151 -3.8923 6.9172 0.2 -0.1 0.0
H 10.7383 -3.3518 6.4347 -0.1 0.0 -0.2
H 8.6732 -1.1213 5.5578 0.0 0.1 0.1
H 6.8907 -1.2506 5.5158 0.0 0.3 0.0
H 7.7320 -0.1416 4.4096 0.0 -0.1 0.0
```
Positions in Å, forces in eV/Å.

2.
Density functional theory data (the ωB97M-V functional and the def2-TZVPD basis) for a cluster of 11 separate species, C44H88O33 in total in a non-equilibrium geometry.

Values from the calculation:
calculated total energy = -114618.0547 eV
E_HOMO = -0.3834 Eh
strongest force on any atom = 4.96 eV/Å
SMILES = CCOC(=O)OC.CCOC(=O)OC.CCOC(=O)OC.CCOC(=O)OC.CCOC(=O)OC.CCOC(=O)OC.CCOC(=O)OC.CCOC(=O)OC.CCOC(=O)OC.CCOC(=O)OC.CCOC(=O)OC
frontier orbital gap = 11.001 eV
charge = 0

Geometry as XYZ:
```
165
Properties=species:S:1:pos:R:3:forces:R:3
C 5.8215 -3.9466 -0.5382 -0.7 1.2 -0.3
C 5.7586 -2.9928 -1.7350 1.6 0.2 1.3
O 4.4535 -2.8444 -2.2575 -1.0 0.9 -0.3
C 3.9914 -3.5852 -3.2251 0.0 -1.9 -2.5
O 4.4198 -4.6700 -3.5756 -0.4 0.8 0.5
O 2.9836 -2.9500 -3.8952 1.7 3.0 3.0
C 2.2055 -3.4744 -4.8769 -0.8 -2.5 -0.7
H 5.7388 -4.9519 -0.9513 0.2 -0.1 0.8
H 5.0386 -3.6675 0.1670 -0.6 -0.5 -0.4
H 6.6452 -3.7082 0.1346 0.7 -0.6 -0.7
H 6.5425 -3.2773 -2.4369 -0.6 -0.3 -0.7
H 6.0321 -1.9813 -1.4347 -0.3 0.0 0.1
H 1.2651 -2.9493 -5.0443 0.2 0.5 0.6
H 1.9423 -4.4534 -4.4766 -0.2 -0.5 -1.0
H 2.7164 -3.5169 -5.8388 0.2 -0.3 0.0
C 3.5176 -3.6539 4.2643 -0.1 0.0 0.1
C 3.0546 -2.3349 4.8285 0.2 -0.3 0.1
O 3.3163 -1.2634 3.9031 -0.6 -0.3 -0.3
C 2.4211 -0.8863 2.9878 -3.7 0.6 0.1
O 1.2481 -1.3281 2.8028 4.2 1.0 0.4
O 2.9378 0.2371 2.4512 0.3 -0.6 0.6
C 2.2090 1.0845 1.5656 0.3 -0.3 -0.7
H 3.7890 -4.2977 5.1009 0.2 -0.1 -0.1
H 4.3692 -3.4601 3.6121 0.1 -0.4 0.0
H 2.7018 -4.1449 3.7338 0.2 0.0 -0.3
H 3.6566 -2.0524 5.6921 -0.1 0.0 0.0
H 2.0208 -2.4628 5.1497 -0.2 0.8 -0.3
H 1.3505 1.5786 2.0206 -0.2 -0.6 0.0
H 2.0157 0.4960 0.6687 -0.8 0.2 0.0
H 2.8914 1.8788 1.2631 0.2 -0.1 0.2
C 0.2978 4.3171 -4.2433 0.8 -0.4 -0.2
C 1.0450 3.0894 -3.6218 -1.2 3.9 0.7
O 1.7102 2.4774 -4.6835 -0.3 0.0 -0.4
C 1.2812 1.3046 -5.0676 3.4 -3.1 -0.2
O 0.6856 0.5129 -4.3800 -0.8 0.4 -1.1
O 2.0987 0.9779 -6.1858 -1.3 0.2 1.1
C 2.1911 -0.4045 -6.6276 -0.2 0.6 0.6
H -0.2550 4.0608 -5.1471 -0.5 -0.3 0.3
H 1.0744 4.9676 -4.6457 0.1 0.3 0.2
H -0.2944 4.8638 -3.5095 -0.1 -0.2 -0.1
H 0.3700 2.6112 -2.9120 0.3 -1.3 -0.7
H 1.7908 3.6018 -3.0140 0.4 -0.6 0.1
H 1.7667 -1.0656 -5.8721 -0.5 0.2 -0.4
H 3.2360 -0.7078 -6.6936 0.2 0.5 -0.1
H 1.7422 -0.4411 -7.6202 -0.2 -0.4 0.2
C -0.3574 9.2609 -3.8187 -0.6 -0.2 0.7
C -0.9593 7.8834 -3.5442 0.9 -1.4 -0.4
O -2.3012 7.8560 -3.0438 -1.5 0.3 1.1
C -2.7289 6.8526 -2.2192 -0.8 -0.4 -0.9
O -2.0546 5.8997 -1.9383 0.0 -0.1 0.6
O -4.0697 6.9773 -1.9294 1.6 3.4 -1.5
C -4.8197 6.1114 -1.1500 0.8 -3.4 -0.5
H -1.0924 10.0046 -4.1266 -0.1 -0.2 -0.1
H 0.3717 9.1516 -4.6216 0.1 0.1 0.2
H 0.1090 9.6371 -2.9083 0.2 0.1 -0.1
H -0.3201 7.2592 -2.9197 0.0 0.5 0.6
H -0.8829 7.2874 -4.4536 -0.8 0.1 -0.4
H -4.0775 5.4281 -0.7371 -0.3 0.0 1.1
H -5.3306 5.4281 -1.8283 -0.3 0.1 -0.4
H -5.6122 6.4436 -0.4794 0.9 1.1 0.1
C 1.4269 -2.4780 -0.7151 -1.0 0.3 -1.5
C 0.0884 -1.9192 -1.2951 -0.3 -1.7 0.5
O -0.1703 -0.6136 -0.8196 -0.6 2.3 -0.9
C -1.1008 0.0845 -1.5464 -1.4 0.9 0.0
O -1.9141 -0.3328 -2.3490 1.5 -0.2 0.8
O -1.0949 1.3938 -1.1533 2.4 -0.7 1.0
C -2.0413 2.3210 -1.6607 -1.2 -0.9 0.1
H 1.5357 -3.5365 -0.9512 -0.5 -0.3 0.0
H 1.4805 -2.3823 0.3694 0.2 0.4 -0.2
H 2.2255 -2.0731 -1.3368 0.4 0.6 0.8
H -0.7621 -2.5044 -0.9455 0.1 -0.4 0.0
H 0.0017 -1.9292 -2.3816 0.5 0.0 -0.1
H -1.9924 2.2743 -2.7486 -0.7 0.1 0.1
H -1.9783 3.3523 -1.3137 1.4 -0.1 0.1
H -2.9553 2.0301 -1.1428 -0.7 -0.2 -1.0
C 5.8691 -8.1947 5.5188 0.6 0.7 -1.8
C 6.0795 -7.5875 4.1070 0.5 0.6 -0.1
O 4.8361 -7.2213 3.4497 -0.1 -1.5 1.5
C 4.7986 -6.3905 2.4640 -0.4 1.9 -2.5
O 5.6392 -5.5734 2.1245 -1.0 -1.1 0.4
O 3.5755 -6.5615 1.8229 1.7 -3.1 3.5
C 3.1808 -5.8341 0.7783 0.2 3.3 -2.3
H 4.9651 -8.8005 5.5819 0.0 0.3 0.3
H 5.9715 -7.3135 6.1521 -0.7 -0.6 0.7
H 6.7495 -8.8231 5.6527 -0.1 -0.1 0.3
H 6.6700 -8.2015 3.4269 -0.4 -0.4 -0.1
H 6.7012 -6.7019 4.2388 -0.2 0.3 -0.2
H 3.4592 -4.8048 1.0042 -0.6 0.5 -0.2
H 2.1139 -5.9071 0.5674 0.0 -0.2 0.5
H 3.6976 -5.9856 -0.1693 0.3 -0.7 0.0
C -1.0565 5.0522 2.6400 -0.7 1.4 -0.5
C -1.9481 5.9265 1.6921 -1.5 -1.3 0.5
O -1.4678 7.1992 1.4395 0.6 2.2 0.1
C -2.2950 8.2693 1.4002 -1.8 -0.3 0.1
O -3.5249 8.3236 1.4883 2.5 -0.7 -0.1
O -1.4988 9.3063 1.2177 1.1 0.2 0.4
C -2.0298 10.5883 0.9995 -1.6 0.6 -0.2
H -0.0200 5.3828 2.5728 0.2 -0.7 -0.9
H -1.3187 4.0308 2.3642 0.7 -0.1 0.2
H -1.1884 5.1901 3.7132 -0.9 0.1 0.0
H -2.9751 6.0584 2.0327 -0.1 -0.4 0.6
H -2.0906 5.4694 0.7129 0.5 -0.5 0.0
H -2.2845 10.6478 -0.0586 0.3 0.5 -0.1
H -1.4019 11.3987 1.3696 0.7 -0.6 -0.4
H -2.9618 10.7823 1.5303 -0.2 -0.6 0.1
C 7.3015 -0.6542 1.6352 0.1 0.2 -1.7
C 6.5849 0.5335 0.9619 -1.1 -0.5 1.8
O 5.5270 -0.0206 0.0980 0.4 1.1 -0.2
C 4.7803 0.8451 -0.6271 0.3 0.9 -1.0
O 4.8114 2.0765 -0.6277 0.0 -2.6 0.4
O 4.0196 0.0760 -1.4705 2.9 -0.9 3.0
C 3.2848 0.6872 -2.4183 -2.7 1.9 -0.9
H 7.7096 -1.2460 0.8159 0.2 -0.3 0.1
H 6.6252 -1.3001 2.1951 -0.1 0.3 0.1
H 8.1421 -0.3204 2.2435 -0.2 0.1 0.1
H 7.2296 1.2749 0.4900 -0.1 -0.4 -0.5
H 6.0919 1.0284 1.7987 -0.3 0.5 -0.3
H 2.3951 0.0729 -2.5568 0.2 -0.2 -0.6
H 3.7941 0.9506 -3.3454 0.2 -0.4 0.0
H 2.8901 1.6139 -2.0018 0.0 0.3 -0.2
C -3.9985 -1.5933 -0.3309 0.4 -0.7 1.1
C -4.8543 -2.1996 0.7890 0.1 0.2 0.0
O -5.8441 -1.1999 1.1201 -1.2 -0.4 0.3
C -6.8611 -1.5445 1.9442 1.9 -3.9 0.9
O -6.8940 -2.5707 2.6649 0.0 2.9 -1.8
O -7.7995 -0.6747 1.7904 0.1 1.8 -1.3
C -8.9282 -0.7304 2.5922 -0.6 -0.5 1.1
H -4.5343 -1.0385 -1.1011 -0.2 -0.1 0.3
H -3.4798 -2.4246 -0.8084 0.1 0.1 -0.1
H -3.2450 -0.9740 0.1558 0.0 0.3 -0.4
H -4.3269 -2.4053 1.7205 0.5 0.1 -0.2
H -5.2428 -3.1764 0.5005 -0.8 0.4 -0.1
H -8.6213 -0.4303 3.5941 -0.4 -0.1 0.2
H -9.2826 -1.7612 2.5883 -0.3 0.1 0.3
H -9.6724 -0.0356 2.2029 0.2 -0.1 -0.1
C -1.6002 1.2475 2.5055 1.5 -2.0 -0.2
C -2.9750 1.6598 2.7957 0.8 1.4 2.3
O -3.6316 1.9301 1.6231 0.3 0.0 -0.7
C -4.8541 2.4222 1.7225 -0.1 1.4 2.5
O -5.2569 3.1528 2.6426 0.3 -1.8 -2.5
O -5.4250 1.9316 0.6641 -2.6 -0.1 -1.0
C -6.8049 2.2553 0.4183 -0.4 1.1 0.4
H -1.6141 0.3325 1.9135 0.0 -0.3 0.0
H -1.1299 0.9769 3.4509 0.2 0.0 0.0
H -0.8869 1.8566 1.9501 -0.6 0.8 0.1
H -2.9216 2.5224 3.4599 -0.3 0.6 -0.2
H -3.4958 0.9531 3.4419 -0.2 -0.6 -0.5
H -6.9773 3.2978 0.6860 0.4 0.4 -0.8
H -7.5662 1.8369 1.0768 0.7 -1.1 0.1
H -7.0172 2.0060 -0.6213 0.1 0.2 0.2
C -1.2433 -4.5373 1.0001 0.1 0.2 -0.7
C -2.3772 -5.4000 1.4754 0.4 -0.5 1.2
O -3.5065 -5.2233 0.6304 2.9 3.0 -0.3
C -4.4270 -6.0582 0.4336 -2.1 -3.6 1.9
O -4.4702 -7.1829 0.9457 -0.4 1.6 -1.6
O -5.3821 -5.4025 -0.2408 2.1 -0.2 -0.5
C -6.4790 -6.0452 -0.7586 -3.0 -0.3 0.7
H -1.6404 -3.5334 0.8499 0.2 0.2 0.2
H -0.8117 -4.8376 0.0453 -0.1 -0.2 -0.1
H -0.4215 -4.5150 1.7158 -0.2 0.1 0.2
H -2.6285 -5.0353 2.4714 -0.5 0.0 0.0
H -2.1164 -6.4451 1.6417 -0.1 -0.1 -0.6
H -6.6187 -7.1143 -0.5987 1.0 -0.1 -0.1
H -6.7194 -5.7633 -1.7838 0.6 0.0 0.0
H -7.2667 -5.6255 -0.1329 -0.7 0.0 -0.3
```
Positions in Å, forces in eV/Å.